# 1
The following is a DFT calculation (ωB97M-V with the def2-TZVPD basis set) of 3 unconnected molecules or ions with the total composition C3H11NO3.

Structure (ORCA input):
```
! RIJCOSX wB97M-V def2-TZVPD def2/J DEFGRID3
* xyz 1 2
C -0.00162 -1.21541 1.17437
H -0.20419 1.06198 1.42654
H -1.13193 1.82410 -2.99141
H -0.68550 -3.24834 1.41954
O -0.36185 1.71038 -2.41374
O -1.39781 0.39218 -0.01093
H -1.99348 -2.13283 1.35612
H 0.27195 -1.28181 2.23704
C -0.67270 0.20936 0.89338
N 1.09906 -1.29872 0.32262
H -0.72338 0.93507 -1.95956
H 1.00665 1.76638 -0.50824
C -1.01235 -2.32723 0.92586
H -1.03483 -2.56376 -0.13781
H 1.94027 -0.79835 0.63208
H 1.43373 -2.26266 0.18439
H 2.50630 2.05948 -0.82649
O 1.84434 2.05143 -0.13027
*
```

Summary:
- ⟨S²⟩ = 0.76
- frontier orbital gap (spin up / spin down) (eV) = 9.958 / 5.731
- HOMO level (spin up / spin down) (eV) = -15.0 / -15.0



# 2
The following is a DFT calculation (ωB97M-V with the def2-TZVPD basis set) of 3 unconnected molecules or ions with the total composition C3H11NO3S.

Structure (ORCA input):
```
! RIJCOSX wB97M-V def2-TZVPD def2/J DEFGRID3
* xyz 0 1
H 1.91208 -0.58326 1.17603
H 3.91705 -0.31993 -0.21327
H -1.02153 2.93324 0.68573
H -6.61068 -1.40132 -0.07421
H 0.26431 -0.32795 -1.44829
H -7.03524 -1.70602 1.42075
C 0.88031 1.58727 -0.68000
O -6.33133 -1.49563 0.83017
N 1.01331 -0.50051 0.65510
S -0.78888 2.10768 -0.30973
H 1.58084 2.17888 -0.04325
C 1.07281 0.08662 -0.71159
O 4.06545 0.15519 -1.09951
H 0.85420 2.05069 -1.69272
C -0.02543 -1.29644 1.11880
H 2.14252 -0.12098 -1.20338
H -0.94469 -1.21703 0.72183
O 0.17771 -1.85121 2.21057
H 4.87717 -0.27928 -1.34304
*
```

Summary:
- frontier orbital gap (eV) = 9.242
- SMILES string = O=CNCCS.O.O
- HOMO level (eV) = -8.9



# 3
The following is a DFT calculation (ωB97M-V with the def2-TZVPD basis set) of 3 unconnected molecules or ions with the total composition C3H11NO4.

Structure (ORCA input):
```
! RIJCOSX wB97M-V def2-TZVPD def2/J DEFGRID3
* xyz 0 1
C -0.19508 1.48522 -0.09535
O -0.41104 0.79008 -1.28210
H 2.19702 -1.66623 0.86888
H 1.76227 -0.91031 -0.66387
H -1.23304 0.07857 0.75983
H -0.59351 -2.24440 -2.32509
O -1.75148 -1.36793 0.40499
H 1.80707 0.41503 2.05340
O -1.14180 1.08166 0.82964
H -0.35399 2.54079 -0.33206
H 0.16248 -0.01523 -1.32699
C 1.52984 -0.96356 0.39499
H 1.89543 2.20012 0.28874
H -1.15418 -1.77697 -0.45511
C 1.17599 1.41163 0.51025
N 1.69844 0.32030 1.05122
H -2.51599 -0.90033 0.05929
H 0.50936 -1.36001 0.48355
O -0.32925 -1.88435 -1.47843
*
```

Summary:
- frontier orbital gap (eV) = 5.592
- HOMO level (eV) = -8.4



# 4
The following is a DFT calculation (ωB97M-V with the def2-TZVPD basis set) of 3 unconnected molecules or ions with the total composition C3H11NO4.

Structure (ORCA input):
```
! RIJCOSX wB97M-V def2-TZVPD def2/J DEFGRID3
* xyz 1 2
C -0.91600 -0.34313 -1.05578
H 0.47965 -1.82815 -0.82669
H 2.59772 -0.02245 -0.97914
O -1.24275 0.69208 -1.51573
H -2.81214 0.81570 0.63935
C 1.53381 0.17906 -1.10740
O -1.60548 -1.48486 -1.19110
C 0.54716 -0.79237 -0.47816
H -2.55735 -1.32553 -1.25581
H 1.28747 1.18112 -0.75413
O -3.61380 0.29418 0.57594
H 0.31989 -1.45095 1.51301
H 1.38290 0.17170 -2.18739
H 2.01694 1.93691 2.93686
H -3.85358 0.09467 -0.33238
O 2.49561 1.42805 2.29044
N 0.48549 -0.64337 0.90342
H 2.19565 1.28644 1.40862
H 1.25880 -0.18911 1.41607
*
```

Summary:
- ⟨S²⟩ = 0.76
- frontier orbital gap (spin up / spin down) (eV) = 11.515 / 6.356
- HOMO level (spin up / spin down) (eV) = -15.3 / -15.3



# 5
The following is a DFT calculation (ωB97M-V with the def2-TZVPD basis set) of 3 unconnected molecules or ions with the total composition C3H11NOS.

Structure (ORCA input):
```
! RIJCOSX wB97M-V def2-TZVPD def2/J DEFGRID3
* xyz 0 1
H -1.90297 -1.02444 -1.95897
H 0.35858 -0.59740 -1.55854
C 0.09464 -0.25629 -0.45635
H -0.63517 -2.15329 -0.05882
N -2.25911 -1.02242 -0.88397
H 1.35311 1.28406 -1.29683
C -1.04593 -1.18323 -0.06180
H 0.79611 0.11634 1.48806
H -2.88686 -1.76606 -0.80066
H -1.39981 -0.91468 0.94413
O -2.43624 1.55079 0.95816
H -2.62709 0.79223 0.33500
C 1.18357 -0.32922 0.58572
H -0.30501 0.74566 -0.52524
S 2.65154 0.48954 0.01287
H 1.49857 -1.33290 0.80590
H -2.76411 2.38098 0.53711
*
```

Summary:
- frontier orbital gap (eV) = 8.247
- HOMO level (eV) = -8.9



# 6
The following is a DFT calculation (ωB97M-V with the def2-TZVPD basis set) of 2 unconnected molecules or ions with the total composition C3H11NOS.

Structure (ORCA input):
```
! RIJCOSX wB97M-V def2-TZVPD def2/J DEFGRID3
* xyz 0 1
H 1.41134 2.17951 2.84214
H 1.01989 -1.54399 -3.11451
H -0.84808 0.85192 1.35562
O -0.53583 2.31258 3.50958
H -1.18831 2.80176 2.99874
C 0.05663 -1.27454 -2.67818
C 0.22529 -1.32523 -1.11500
N 0.04436 1.30606 1.47125
H -0.67222 -1.45430 -0.52724
H 0.58744 0.69984 3.42843
C 0.49972 1.60570 2.81174
H -1.02854 -3.43260 -3.57955
H 0.34220 1.97648 0.78063
H -0.10204 -0.20708 -2.80445
H 0.90863 -2.12381 -0.78513
S -1.28807 -2.09585 -3.64961
H 0.56758 -0.27646 -0.94448
*
```

Summary:
- frontier orbital gap (eV) = 9.864
- SMILES string = CCS.NCO
- HOMO level (eV) = -9.1



# 7
The following is a DFT calculation (ωB97M-V with the def2-TZVPD basis set) of 2 unconnected molecules or ions with the total composition C3H11NOS2.

Structure (ORCA input):
```
! RIJCOSX wB97M-V def2-TZVPD def2/J DEFGRID3
* xyz 0 1
H 2.57317 0.42044 -0.15558
H 0.03729 -2.37886 0.16509
C 1.68430 -0.87090 -1.32572
H 0.22389 0.57145 -0.63531
C -0.03550 -1.34782 0.51488
N 2.59142 0.31359 -1.15440
H -2.14453 1.47136 1.41042
S -1.77481 0.39782 2.19684
H 2.24969 2.23131 -2.50711
O 1.99012 3.12643 -2.69409
C 0.30971 -0.50117 -0.75709
H 1.62686 -1.12979 -2.37951
S -1.84186 -1.16516 0.90027
H 2.67976 3.63102 -2.27346
H 0.62865 -1.25474 1.37069
H -0.47319 -0.89292 -1.40724
H 3.50802 0.04034 -1.47581
H 2.08193 -1.78368 -0.85791
*
```

Summary:
- frontier orbital gap (eV) = 9.637
- SMILES string = NCCCSS.O
- HOMO level (eV) = -9.1



# 8
The following is a DFT calculation (ωB97M-V with the def2-TZVPD basis set) of 2 unconnected molecules or ions with the total composition C3H11NOS2.

Structure (ORCA input):
```
! RIJCOSX wB97M-V def2-TZVPD def2/J DEFGRID3
* xyz 0 1
H -0.84294 1.24423 1.77734
S 0.83995 2.85131 1.32010
H -0.62693 -1.30612 0.47772
H 1.18996 0.19836 2.39717
H 0.69295 -2.04948 1.36166
H -4.38346 -2.26319 -5.03345
C 0.82848 0.03208 1.38208
H 2.02572 4.29237 -0.42539
S 1.88606 2.96537 -0.47625
H -0.45111 1.28940 0.07963
O -3.76042 -2.99835 -5.01315
C 0.00460 1.26216 1.07616
H -0.59820 -1.34031 2.29565
N 2.07680 -0.13125 0.62354
H 2.11256 0.25200 -0.30440
H -3.80446 -3.29524 -4.08885
C -0.01934 -1.24492 1.37510
H 2.82976 0.24159 1.17533
*
```

Summary:
- frontier orbital gap (eV) = 8.757
- SMILES string = C[C@@H](N)CSS.O
- HOMO level (eV) = -8.3



# 9
The following is a DFT calculation (ωB97M-V with the def2-TZVPD basis set) of 2 unconnected molecules or ions with the total composition C3H11NOS2.

Structure (ORCA input):
```
! RIJCOSX wB97M-V def2-TZVPD def2/J DEFGRID3
* xyz 0 1
H 0.58180 0.84387 0.99749
N -1.13003 0.26462 -0.12930
H 1.72523 1.98134 -0.69704
S 1.47502 0.00964 -1.90011
C 0.82943 1.45434 -1.04705
H 3.33715 0.49819 -0.24744
H -1.68745 -0.06313 1.93239
H -0.70560 -0.65169 -0.19350
O 0.29144 -3.29752 0.42897
S 2.78935 -0.70918 -0.46798
H 0.73140 -2.90314 -0.34374
H -2.65657 1.12388 1.02066
H -0.44224 2.16497 0.50886
C -2.11707 0.17677 0.96346
H 0.38082 2.17968 -1.70834
C -0.06232 1.19206 0.17123
H -2.84179 -0.57863 0.67548
H -0.49854 -3.68608 0.03597
*
```

Summary:
- frontier orbital gap (eV) = 9.186
- SMILES string = CNCCSS.O
- HOMO level (eV) = -8.7



# 10
The following is a DFT calculation (ωB97M-V with the def2-TZVPD basis set) of 2 unconnected molecules or ions with the total composition C3H11NOS2.

Structure (ORCA input):
```
! RIJCOSX wB97M-V def2-TZVPD def2/J DEFGRID3
* xyz 0 1
C 2.52211 0.76570 -0.75706
S 0.72120 -2.75917 -1.17841
N 1.30313 1.32855 -0.17300
H 1.79132 -2.13832 -1.72546
H -5.24813 0.65972 1.93654
H -4.79868 -0.58805 1.09775
S 1.13232 -1.96556 0.83502
H -0.14410 0.43945 -1.28077
H -1.21801 -1.17515 0.52470
H 2.74543 -0.03477 -0.05258
H 2.39593 0.59091 -1.86993
H 3.41167 1.39328 -0.79799
C 0.01315 0.56820 -0.21096
H -0.62562 1.26061 0.21294
C -0.21836 -0.64107 0.72135
O -4.57609 0.23566 1.44169
H 1.12340 2.35796 -0.40842
H -0.33066 -0.29795 1.68458
*
```

Summary:
- frontier orbital gap (eV) = 8.571
- SMILES string = CNCCSS.O
- HOMO level (eV) = -8.3



# 11
The following is a DFT calculation (ωB97M-V with the def2-TZVPD basis set) of 2 unconnected molecules or ions with the total composition C3H11NOS2.

Structure (ORCA input):
```
! RIJCOSX wB97M-V def2-TZVPD def2/J DEFGRID3
* xyz 0 1
S -2.19871 0.21717 -0.27734
H 1.33897 -0.60232 0.45784
H -0.79590 -1.53642 0.51868
H 1.80540 0.09884 2.86522
H 0.95520 0.12401 -3.85994
H -2.22015 -0.65555 -2.69655
C 0.73126 -0.08182 2.76472
C 0.49977 0.10818 0.33463
H 0.57654 -1.15653 2.66998
O 0.99861 0.59151 -3.00549
H -0.47389 -1.13848 -1.17908
S -2.35372 0.62085 -2.31843
C -0.65102 -0.72745 -0.19403
H 0.26950 0.21197 3.71397
N 0.11601 0.65095 1.65582
H 0.50197 1.58585 1.67802
H 0.08184 0.80145 -2.77484
H 0.81833 0.88781 -0.35318
*
```

Summary:
- frontier orbital gap (eV) = 9.061
- SMILES string = CNCCSS.O
- HOMO level (eV) = -8.6



# 12
The following is a DFT calculation (ωB97M-V with the def2-TZVPD basis set) of 2 unconnected molecules or ions with the total composition C3H11NOSSi.

Structure (ORCA input):
```
! RIJCOSX wB97M-V def2-TZVPD def2/J DEFGRID3
* xyz 0 1
H -1.26840 -1.12392 1.53691
H -0.50445 -0.33379 -2.67175
S 5.02827 -0.80046 -0.26364
H 0.81947 0.65720 -1.83404
H -0.59011 2.50174 0.81837
H 0.33789 -1.47132 0.75049
C -1.01223 1.50985 1.12267
C -0.71603 -1.31499 0.61230
H -0.93522 -2.28036 0.16417
N 4.71929 -1.16381 1.23704
H -0.76888 1.29074 -2.52899
O -2.60160 0.45476 -1.16290
C -0.26606 0.49505 -1.97171
Si -1.24232 0.23688 -0.38461
H -3.35429 0.40239 -0.57568
H 4.87170 -2.04849 1.66285
H -1.97533 1.72404 1.42671
H -0.54170 1.26448 2.06181
*
```

Summary:
- frontier orbital gap (spin up / spin down) (eV) = 7.465 / 7.463
- SMILES string = C[Si](C)(C)O.N=S
- HOMO level (spin up / spin down) (eV) = -8.7 / -8.7



Energy above the lowest of the compared OMol25 structures with the same formula, charge and spin for the records above, in order: 116.7; 227.1; 592.5; 169.1; 313.6; 130.4; 38.1; 40.1; 51.8; 171.8; 48.6; 44.0 kJ/mol